# C19H43OP3RuSSe

A structure of composition C19H43OP3RuSSe in a non-equilibrium geometry (ωB97M-V/def2-TZVPD, OMol25).

The multiplicity is 5. The expectation value of S² is 6.03. For the HOMO energy (spin up / spin down), the calculation gives -0.6936 / -0.7317 hartree. As for the LUMO energy (spin up / spin down): -13.225 / -17.461 eV. The charge is +4.

Geometry as XYZ:
```
69
Properties=species:S:1:pos:R:3:mulliken_charge:R:1
Ru -0.370 -1.134 -0.116 -0.38
P 0.043 0.893 1.102 0.80
P -2.321 -0.171 -0.750 1.05
P 1.931 -0.816 -0.905 1.60
H -1.317 -2.343 -3.564 0.08
C -0.960 -3.154 -2.909 -0.68
C -0.502 -2.850 -1.637 -0.22
H 0.288 -2.028 -1.814 -0.42
C 0.265 2.545 0.296 -1.00
C -1.287 1.344 2.304 -1.48
C 1.495 0.977 2.239 -1.47
C -3.064 -1.114 -2.116 -1.38
C -3.577 -0.376 0.569 -1.40
C -2.634 1.554 -1.306 -1.04
C 2.332 -1.845 -2.401 -1.17
C 3.163 -1.376 0.340 -1.40
C 2.683 0.786 -1.404 -1.20
H -0.928 -4.212 -3.268 0.33
H -0.413 -3.716 -0.940 0.47
H 0.514 3.260 1.100 0.45
H -0.649 2.867 -0.216 0.31
H 1.085 2.524 -0.432 0.12
H -0.820 1.948 3.101 0.57
H -1.746 0.454 2.755 0.43
H -2.071 1.943 1.816 0.45
H 1.329 1.839 2.912 0.62
H 2.439 1.135 1.693 0.46
H 1.569 0.061 2.848 0.33
H -4.153 -0.988 -2.068 0.62
H -2.816 -2.175 -1.981 0.43
H -2.649 -0.751 -3.070 0.21
H -4.535 -0.355 0.033 0.57
H -3.513 0.472 1.262 0.35
H -3.422 -1.337 1.082 0.36
H -3.682 1.564 -1.652 0.50
H -1.965 1.816 -2.143 0.02
H -2.519 2.272 -0.479 0.43
H 3.414 -1.983 -2.470 0.54
H 1.940 -1.371 -3.314 0.31
H 1.867 -2.837 -2.325 0.44
H 4.165 -1.286 -0.108 0.52
H 2.960 -2.415 0.631 0.35
H 3.092 -0.730 1.224 0.33
H 3.690 0.571 -1.804 0.55
H 2.789 1.444 -0.528 0.47
H 2.077 1.284 -2.179 0.03
C 0.482 1.880 -5.136 0.19
C 0.104 0.536 -4.859 0.66
C 0.234 -0.418 -5.891 -0.24
C 0.700 -0.032 -7.160 -0.60
C 1.121 1.285 -7.423 -0.63
C 1.022 2.215 -6.394 -0.49
Se 0.343 3.550 -4.183 0.48
H 0.078 3.001 -2.857 0.21
H -0.249 0.200 -3.873 0.41
H -0.051 -1.466 -5.690 0.43
H 0.753 -0.784 -7.942 0.47
H 1.506 1.569 -8.415 0.48
H 1.372 3.233 -6.577 0.43
C -0.186 -2.151 3.069 -1.22
S -0.625 -2.704 1.431 1.35
C 0.623 -3.979 1.188 -1.41
O -1.887 -3.451 1.642 -0.66
H -0.650 -1.171 3.232 0.15
H -0.565 -2.868 3.801 0.46
H 0.909 -2.113 3.083 0.42
H 0.157 -4.961 1.053 0.49
H 1.246 -3.753 0.315 0.36
H 1.235 -4.040 2.093 0.43
```

# C19H43OP3S2Y

A structure of composition C19H43OP3S2Y in a non-equilibrium geometry (ωB97M-V/def2-TZVPD, OMol25).

For the HOMO energy (spin up / spin down), the calculation gives -0.5930 / -0.5905 hartree. As for the LUMO energy (spin up / spin down): -11.727 / -11.431 eV. The charge is +3.

Geometry as XYZ:
```
69
Properties=species:S:1:pos:R:3:mulliken_charge:R:1
Y -1.067 0.570 0.077 0.08
P -1.641 -2.346 0.079 1.12
P 0.291 -0.524 2.313 1.01
P -1.046 -0.487 -2.636 1.01
H 6.443 3.219 -0.340 0.28
C 6.002 3.771 -1.180 -0.46
C 5.126 4.760 -0.960 -0.52
H 4.795 4.999 0.061 0.27
C -0.477 -3.759 -0.158 -1.17
C -2.398 -2.911 1.658 -1.29
C -3.014 -2.901 -1.014 -1.41
C 1.291 0.912 2.850 -1.23
C -0.663 -0.795 3.864 -1.38
C 1.529 -1.855 2.479 -1.45
C -0.168 0.683 -3.744 -1.27
C -2.588 -0.602 -3.600 -1.25
C -0.203 -2.025 -3.171 -1.42
H 6.340 3.487 -2.184 0.28
H 4.766 5.391 -1.775 0.28
H -1.048 -4.698 -0.119 0.41
H 0.282 -3.759 0.633 0.26
H 0.037 -3.689 -1.122 0.30
H -2.839 -3.904 1.479 0.54
H -3.190 -2.214 1.962 0.23
H -1.658 -2.984 2.463 0.45
H -3.370 -3.878 -0.653 0.53
H -2.701 -2.999 -2.057 0.49
H -3.838 -2.178 -0.961 0.35
H 1.633 0.758 3.882 0.50
H 0.701 1.838 2.798 0.44
H 2.155 1.018 2.187 0.15
H -0.105 -1.448 4.551 0.45
H -1.642 -1.248 3.667 0.28
H -0.835 0.167 4.361 0.47
H 2.067 -1.761 3.430 0.49
H 2.241 -1.767 1.650 0.39
H 1.044 -2.836 2.429 0.39
H -0.164 0.263 -4.762 0.50
H 0.861 0.842 -3.401 0.25
H -0.679 1.656 -3.738 0.41
H -2.344 -0.827 -4.646 0.41
H -3.093 0.371 -3.557 0.42
H -3.275 -1.361 -3.215 0.34
H -0.074 -2.000 -4.260 0.52
H -0.785 -2.911 -2.910 0.43
H 0.783 -2.095 -2.697 0.36
C 2.279 1.943 -0.699 1.01
C 3.014 0.935 -1.379 0.03
C 4.288 0.580 -0.952 -0.93
C 4.910 1.268 0.119 -0.40
C 4.211 2.279 0.796 -0.71
C 2.953 2.671 0.320 -0.54
S 0.653 2.378 -1.030 -0.24
H 0.653 -0.458 0.004 0.23
H 2.540 0.438 -2.247 0.27
H 4.853 -0.237 -1.416 0.52
H 5.971 1.138 0.364 0.58
H 4.688 2.829 1.634 0.30
H 2.481 3.562 0.726 0.47
C -4.482 2.591 1.740 -0.91
S -4.111 0.857 2.163 0.45
C -5.332 0.083 1.049 -0.77
O -2.747 0.640 1.365 -0.63
H -5.255 2.986 2.404 0.44
H -4.814 2.628 0.702 0.32
H -3.556 3.156 1.865 0.34
H -5.369 0.693 0.136 0.34
H -4.985 -0.936 0.805 0.15
H -6.325 0.034 1.517 0.45
```

# C19H43P3S2Tc

A structure of composition C19H43P3S2Tc in a non-equilibrium geometry (ωB97M-V/def2-TZVPD, OMol25).

The multiplicity is 4. The expectation value of S² is 3.78. For the HOMO energy (spin up / spin down), the calculation gives -0.7501 / -0.7541 hartree. As for the LUMO energy (spin up / spin down): -14.731 / -14.827 eV. The charge is +4.

Geometry as XYZ:
```
68
Properties=species:S:1:pos:R:3:mulliken_charge:R:1
Tc 0.163 0.139 0.894 -0.32
P -0.475 1.998 2.030 0.85
P -2.022 -0.547 0.487 1.21
P 2.227 1.032 0.506 1.06
H 1.947 -1.817 -4.885 0.33
C 2.642 -1.590 -4.070 -0.48
C 2.729 -2.365 -2.940 -0.51
H 2.395 -3.419 -2.994 0.54
C -0.900 3.451 0.970 -1.16
C -1.906 1.880 3.192 -1.18
C 0.712 2.740 3.234 -1.29
C -2.517 -1.952 -0.589 -1.17
C -3.000 -0.947 2.017 -1.43
C -2.945 0.849 -0.270 -1.39
C 3.225 0.207 -0.793 -1.04
C 3.316 0.925 1.995 -1.39
C 2.404 2.800 0.037 -1.37
H 3.435 -0.841 -4.254 0.32
H 3.451 -2.061 -2.174 0.48
H -1.211 4.299 1.594 0.45
H -1.716 3.190 0.289 0.34
H -0.032 3.752 0.372 0.34
H -1.951 2.786 3.810 0.55
H -1.757 1.019 3.857 0.37
H -2.855 1.760 2.657 0.28
H 0.206 3.531 3.805 0.56
H 1.585 3.163 2.725 0.38
H 1.040 1.962 3.935 0.34
H -3.380 -2.477 -0.141 0.60
H -1.669 -2.648 -0.697 0.35
H -2.796 -1.569 -1.585 0.35
H -3.798 -0.202 2.153 0.44
H -2.366 -0.967 2.915 0.25
H -3.451 -1.941 1.896 0.48
H -3.847 0.462 -0.761 0.52
H -2.297 1.314 -1.025 0.37
H -3.230 1.597 0.480 0.39
H 4.262 0.574 -0.785 0.50
H 2.779 0.382 -1.778 0.36
H 3.218 -0.870 -0.608 0.20
H 4.254 1.459 1.798 0.49
H 3.530 -0.124 2.225 0.46
H 2.847 1.370 2.878 0.31
H 3.441 3.007 -0.262 0.53
H 2.135 3.475 0.857 0.39
H 1.744 3.004 -0.814 0.39
C -0.267 -1.210 -3.027 0.75
C -0.242 0.179 -3.299 -0.18
C -0.980 0.660 -4.401 -0.51
C -1.737 -0.208 -5.192 -0.55
C -1.891 -1.544 -4.810 -0.76
C -1.074 -2.055 -3.815 -0.52
S 0.676 -2.124 -1.860 0.23
H 0.536 -1.460 -0.581 -0.37
H 0.509 0.786 -2.783 0.31
H -0.964 1.722 -4.687 0.47
H -2.205 0.170 -6.114 0.46
H -2.561 -2.231 -5.341 0.50
H -0.964 -3.127 -3.659 0.45
C 0.429 -1.499 4.072 -0.91
S 0.822 -1.632 2.290 0.29
C -0.071 -3.199 1.980 -0.96
H 0.742 -0.513 4.462 0.31
H 1.014 -2.282 4.590 0.49
H -0.646 -1.673 4.246 0.35
H 0.511 -4.004 2.445 0.52
H -1.082 -3.185 2.409 0.34
H -0.126 -3.361 0.894 0.25
```